Below is 2 unconnected molecules or ions with the total composition C15H12F3NO4S at a distorted geometry, with properties calculated with ωB97M-V with the def2-TZVPD basis set.

Element x y z (Å)
1 F -1.965 -3.129 -3.336
2 C -2.226 -2.167 -2.436
3 F -2.035 -0.953 -3.026
4 F -3.516 -2.262 -2.043
5 S -1.065 -2.312 -0.967
6 C -1.432 -0.843 -0.109
7 C -1.380 -0.748 1.305
8 C -2.215 0.194 2.002
9 C -2.121 0.372 3.365
10 C -1.143 -0.334 4.096
11 N -0.852 0.072 5.427
12 O 0.073 -0.506 6.043
13 O -1.522 1.008 5.926
14 C -0.353 -1.318 3.453
15 C -0.471 -1.533 2.095
16 O -1.442 -3.485 -0.215
17 O 0.256 -2.234 -1.567
18 H -1.918 -0.062 -0.696
19 H -2.939 0.764 1.418
20 H -2.756 1.079 3.892
21 H 0.360 -1.877 4.055
22 H 0.161 -2.283 1.613
23 C 1.229 0.584 -1.420
24 C 1.843 1.529 -0.599
25 C 2.596 2.625 -1.005
26 C 2.879 3.035 -2.306
27 C 2.800 2.286 -3.475
28 C 2.344 0.979 -3.619
29 C 1.560 0.251 -2.725
30 H 0.458 -0.022 -0.949
31 H 1.673 1.417 0.480
32 H 2.964 3.268 -0.198
33 H 3.272 4.052 -2.414
34 H 3.170 2.767 -4.388
35 H 2.557 0.477 -4.568
36 H 1.153 -0.690 -3.109

Force components x, y, z for each atom (eV/Å):
-0.2 0.6 0.4
-0.3 0.0 0.2
-0.2 -0.7 0.2
1.1 0.1 -0.5
-0.6 1.7 1.5
-0.1 -0.5 -0.8
0.1 -0.1 0.6
0.4 -0.4 -0.2
0.5 0.0 0.0
0.0 -0.2 -1.2
0.2 0.4 1.9
-1.4 0.9 -0.9
1.1 -1.5 -0.7
-0.3 0.4 0.3
-0.4 0.2 0.0
0.4 0.1 -0.7
-0.1 -0.5 -0.5
-0.1 -0.4 0.1
0.1 -0.2 0.2
0.2 -0.1 -0.2
-0.1 0.1 -0.2
-0.3 0.3 0.2
-0.1 -0.1 0.4
0.1 0.2 0.0
0.1 0.0 0.5
0.1 0.2 -0.3
0.1 0.3 -0.1
0.0 -0.4 -0.1
0.2 0.1 -0.6
0.1 -0.3 0.2
-0.1 0.1 -0.5
-0.2 -0.1 -0.3
0.0 -0.4 0.1
0.0 -0.2 0.4
-0.2 0.3 0.2
0.0 0.3 0.3

## Properties
F_max   2.31 eV Å⁻¹
HOMO level   -6.65 eV
Lowest unoccupied orbital energy   -2.876 eV
Kohn-Sham gap   3.774 eV


Below is a molecular structure, C15H12F6N4O6RhS3, with properties calculated with ωB97M-V with the def2-TZVPD basis set.

Element x y z (Å)
1 Rh -0.047 0.335 0.092
2 F 3.919 2.253 3.102
3 C 3.199 1.972 2.031
4 F 2.070 2.666 2.048
5 F 3.879 2.264 0.930
6 S 2.837 0.162 1.990
7 O 2.137 -0.053 0.708
8 O 4.064 -0.531 2.163
9 N 1.798 0.034 3.190
10 S 0.650 -0.998 3.021
11 O -0.506 -0.423 2.274
12 O 1.000 -2.323 2.587
13 C 0.012 -1.117 4.742
14 F 0.913 -1.701 5.505
15 F -1.091 -1.875 4.687
16 F -0.297 0.073 5.215
17 S -2.393 0.358 -0.265
18 C -2.805 -1.340 -0.119
19 N -2.301 -2.033 0.923
20 C -2.590 -3.330 1.113
21 C -3.410 -3.960 0.214
22 C -3.878 -3.195 -0.852
23 N -3.593 -1.905 -1.011
24 H -1.621 -1.565 1.544
25 H -2.141 -3.803 1.975
26 H -3.669 -5.001 0.329
27 H -4.517 -3.635 -1.609
28 O 0.769 1.726 -1.400
29 C 0.304 2.708 -0.755
30 O -0.458 2.428 0.243
31 C 0.625 4.094 -1.108
32 C 1.607 4.339 -2.065
33 C 1.929 5.644 -2.393
34 C 1.265 6.696 -1.774
35 C 0.283 6.450 -0.822
36 C -0.037 5.147 -0.483
37 H 2.106 3.506 -2.540
38 H 2.694 5.843 -3.131
39 H 1.515 7.716 -2.036
40 H -0.228 7.275 -0.346
41 H -0.793 4.938 0.261
42 C 2.377 -3.215 -0.397
43 C 1.209 -2.381 -0.633
44 N 0.287 -1.719 -0.821
45 H 3.257 -2.700 -0.778
46 H 2.252 -4.168 -0.909
47 H 2.483 -3.371 0.676

Force components x, y, z for each atom (eV/Å):
-0.3 0.3 0.1
-0.1 0.0 -0.1
0.1 0.1 0.1
-0.1 0.0 0.0
0.0 0.0 0.1
-0.2 -0.1 -0.2
0.2 0.2 0.2
-0.1 0.1 0.0
0.1 -0.2 -0.1
0.1 0.2 0.0
0.2 -0.2 0.0
-0.1 0.0 0.0
-0.1 0.0 0.1
0.0 0.0 0.0
0.1 0.0 0.0
0.0 0.0 0.0
0.1 -0.2 0.1
0.1 0.2 -0.1
0.1 -0.2 0.0
0.0 0.0 -0.1
0.0 0.0 0.1
0.0 0.1 -0.1
0.0 -0.1 0.1
-0.1 0.1 0.1
0.0 0.0 0.0
0.0 0.0 0.0
0.0 0.0 0.0
0.1 -0.1 -0.1
-0.1 -0.1 0.0
0.1 0.2 -0.1
0.0 0.0 0.0
0.0 0.0 0.0
0.0 0.0 0.0
0.0 0.0 0.0
0.0 0.0 0.0
0.0 0.0 0.1
0.0 0.0 0.0
0.0 0.0 0.0
0.0 0.0 0.0
0.0 0.0 0.0
0.0 0.0 0.0
-0.1 0.1 0.0
0.1 -0.2 -0.1
0.1 0.0 0.0
0.0 0.0 0.0
0.0 0.0 0.0
0.0 0.0 0.0

## Properties
F_max   0.43 eV Å⁻¹
HOMO level (alpha / beta)   -11.81 / -11.81 eV
<S²>   6.016
Net charge   +1
Lowest unoccupied orbital energy (alpha / beta)   -4.383 / -6.743 eV
2S+1   5
Kohn-Sham gap (alpha / beta)   7.427 / 5.064 eV


Below is a molecular structure, C15H12FeN4O3 at a distorted geometry, with properties calculated with ωB97M-V with the def2-TZVPD basis set.

Element x y z (Å)
1 O 1.559 4.674 -1.630
2 C 1.672 3.525 -1.744
3 Fe 0.971 1.884 -1.700
4 C -0.553 2.124 -2.604
5 O -1.663 2.169 -3.007
6 C 0.041 2.188 -0.229
7 O -0.614 2.343 0.717
8 C 2.115 0.954 -0.306
9 C 1.999 -0.312 0.506
10 C 1.170 -1.520 0.071
11 C 0.108 -1.282 -0.983
12 C 0.540 -0.330 -2.062
13 C 1.911 0.056 -2.534
14 C 2.716 0.785 -1.631
15 H 2.518 1.762 0.306
16 H 3.034 -0.698 0.561
17 H 1.697 -0.049 1.526
18 H 1.821 -2.363 -0.164
19 H 0.572 -1.855 0.924
20 H -0.338 -2.273 -1.367
21 H -0.188 -0.249 -2.885
22 H 2.267 -0.144 -3.583
23 H 3.718 1.189 -1.856
24 C -3.345 -1.169 3.154
25 N -2.496 -1.855 3.936
26 C -1.245 -2.071 3.512
27 N -0.722 -1.666 2.334
28 C -1.498 -1.025 1.491
29 C -2.894 -0.724 1.896
30 N -3.454 -0.138 0.808
31 C -2.504 -0.053 -0.152
32 N -1.292 -0.638 0.142
33 H -4.365 -1.001 3.528
34 H -0.577 -2.635 4.151
35 H -2.680 0.397 -1.127

Force components x, y, z for each atom (eV/Å):
0.3 0.2 -0.1
0.3 1.9 0.2
-0.1 0.0 -1.7
-4.0 -0.1 -2.6
2.4 0.2 1.2
-2.3 0.5 3.0
1.3 -0.2 -1.1
1.5 -0.7 0.8
0.2 -0.2 0.5
-1.0 -0.2 0.1
0.1 0.6 0.2
-0.7 -0.4 -1.3
0.3 -0.9 1.0
0.0 -0.7 -0.2
0.5 -0.2 0.0
-0.1 0.1 0.4
0.0 0.0 0.0
0.0 0.0 -0.6
0.7 -0.2 0.2
0.1 1.8 0.8
0.3 -0.7 0.1
-0.6 0.4 1.0
-0.6 -0.1 -0.2
-1.0 0.4 0.0
1.9 -1.0 0.7
-2.1 0.7 0.1
2.5 -1.0 0.2
-2.9 0.3 0.1
3.0 0.1 -3.0
-0.1 0.7 -0.6
-0.9 -0.4 -0.8
0.5 -0.8 1.5
0.4 0.0 -0.3
0.0 0.0 0.2
0.0 -0.1 0.3

## Properties
F_max   4.76 eV Å⁻¹
HOMO level (alpha / beta)   2.83 / -0.76 eV
<S²>   6.125
Net charge   -2
Lowest unoccupied orbital energy (alpha / beta)   5.033 / 4.686 eV
2S+1   5
Kohn-Sham gap (alpha / beta)   2.204 / 5.447 eV